# 1
The following is a DFT calculation (the ωB97M-V functional and the def2-TZVPD basis) of an isolated molecule of C6H6.

Values from the calculation:
Relative energy (zero: lowest compared OMol25 entry of this formula, charge and spin) in kcal per mole: 129.0
E_HOMO in eV: -8.49
Kohn-Sham gap in eV: 8.61
Lowest unoccupied orbital energy in eV: 0.1
SMILES string: C=C=C=C=CC

```
! RIJCOSX wB97M-V def2-TZVPD def2/J DEFGRID3
* xyz 0 1
C -1.8398 0.5637 0.2831
C -1.0310 -0.1749 -0.7566
C 0.0710 0.3012 -1.2949
C 1.3458 0.5199 -1.3754
C 2.1212 0.0608 -0.4457
C 2.3028 -0.5831 0.6740
H -2.0581 -0.0962 1.1346
H -1.2976 1.4385 0.6611
H -2.7939 0.9076 -0.1281
H -1.3098 -1.2005 -1.0032
H 1.3028 -0.8875 1.0240
H 3.1866 -0.8496 1.2271
*
```



# 2
The following is a DFT calculation (the ωB97M-V functional and the def2-TZVPD basis) of an isolated molecule of C6H6.

Values from the calculation:
Relative energy (zero: lowest compared OMol25 entry of this formula, charge and spin) in kcal per mole: 194.8
E_HOMO (spin up / spin down) in eV: -8.07 / -8.64
Kohn-Sham gap (spin up / spin down) in eV: 6.98 / 8.11
Lowest unoccupied orbital energy (spin up / spin down) in eV: -1.1 / -0.5
SMILES string: C#CC1=C[C@H]1C

```
! RIJCOSX wB97M-V def2-TZVPD def2/J DEFGRID3
* xyz 0 1
C 3.0382 0.4410 -0.8033
C 1.8623 0.2023 -0.6883
C -0.9561 -0.6138 -1.2405
C 0.5294 0.0660 -0.4682
C -0.8372 0.3833 -0.0679
C -1.2611 -0.1283 1.2793
H 3.9598 0.6571 -1.2166
H -0.9350 -1.6293 -0.9095
H -1.1913 1.3487 -0.5688
H -0.3899 -0.5227 1.7400
H -2.0152 -0.8184 1.1101
H -1.8038 0.6140 1.8338
*
```



# 3
The following is a DFT calculation (the ωB97M-V functional and the def2-TZVPD basis) of a cluster of 2 separate species, C6H6 in total.

Values from the calculation:
Relative energy (zero: lowest compared OMol25 entry of this formula, charge and spin) in kcal per mole: 131.6
E_HOMO in eV: -9.30
Kohn-Sham gap in eV: 10.04
Lowest unoccupied orbital energy in eV: 0.7

```
! RIJCOSX wB97M-V def2-TZVPD def2/J DEFGRID3
* xyz 0 1
C -2.8651 -0.0940 -1.0297
C -1.8840 0.0424 -0.3479
C -0.6807 0.2025 0.4544
C 0.5766 0.0506 -0.3980
C 1.7910 0.0189 0.3202
C 2.8281 -0.1356 0.9040
H -3.7349 -0.2153 -1.6300
H -0.6718 -0.5231 1.2722
H -0.6764 1.1975 0.9191
H 1.0395 -1.3284 -0.7395
H 0.6039 0.7658 -1.2348
H 3.6737 0.0187 1.5100
*
```



# 4
The following is a DFT calculation (the ωB97M-V functional and the def2-TZVPD basis) of an isolated molecule of C6H6.

Values from the calculation:
Relative energy (zero: lowest compared OMol25 entry of this formula, charge and spin) in kcal per mole: 81.0
E_HOMO in eV: -9.28
Kohn-Sham gap in eV: 10.28
Lowest unoccupied orbital energy in eV: 1.0
SMILES string: C#CC#CCC

```
! RIJCOSX wB97M-V def2-TZVPD def2/J DEFGRID3
* xyz 0 1
C -1.8695 0.7527 -0.0632
C -1.3620 -0.6980 0.0097
C 0.0983 -0.7117 -0.0807
C 1.2930 -0.5321 -0.0805
C 2.6408 -0.2287 -0.0891
C 3.8007 0.1007 -0.1050
H -2.8853 0.8358 0.3327
H -1.2173 1.4083 0.5205
H -1.8673 1.1139 -1.0955
H -1.8096 -1.3052 -0.7859
H -1.6545 -1.1615 0.9591
H 4.8177 0.4225 -0.1297
*
```



# 5
The following is a DFT calculation (the ωB97M-V functional and the def2-TZVPD basis) of an isolated molecule of C6H6.

Values from the calculation:
Relative energy (zero: lowest compared OMol25 entry of this formula, charge and spin) in kcal per mole: 84.5
E_HOMO in eV: -9.59
Kohn-Sham gap in eV: 10.59
Lowest unoccupied orbital energy in eV: 1.0
SMILES string: C#CCC#CC

```
! RIJCOSX wB97M-V def2-TZVPD def2/J DEFGRID3
* xyz 0 1
C 1.2570 -0.0807 2.2290
C 0.2218 0.1121 1.2143
C -0.5919 0.2483 0.3374
C -1.4451 0.3452 -0.8569
C -0.6658 -0.0787 -2.0312
C 0.0501 -0.4464 -2.9252
H 1.2627 -1.1160 2.5844
H 2.2426 0.1333 1.8022
H 1.1086 0.5771 3.0903
H -1.8074 1.3718 -0.9934
H -2.3352 -0.2871 -0.7490
H 0.7026 -0.7788 -3.7018
*
```



# 6
The following is a DFT calculation (the ωB97M-V functional and the def2-TZVPD basis) of an isolated molecule of C6H6.

Values from the calculation:
Relative energy (zero: lowest compared OMol25 entry of this formula, charge and spin) in kcal per mole: 125.0
E_HOMO in eV: -9.63
Kohn-Sham gap in eV: 10.76
Lowest unoccupied orbital energy in eV: 1.1
SMILES string: C#CCC1C=C1

```
! RIJCOSX wB97M-V def2-TZVPD def2/J DEFGRID3
* xyz 0 1
C 1.7545 -1.6803 0.2004
C 0.6910 -1.1169 0.3394
C -0.4844 -0.5101 0.9278
C 0.1795 1.2380 -0.7764
C -0.9787 0.8621 -1.2459
C -0.8201 0.8231 0.2394
H 2.6505 -1.7552 -0.2866
H -1.2311 -1.3948 1.0338
H -0.2408 -0.2076 1.9115
H 1.1686 1.5469 -1.0372
H -1.3405 0.7415 -2.2639
H -1.3486 1.4534 0.9578
*
```



# 7
The following is a DFT calculation (the ωB97M-V functional and the def2-TZVPD basis) of an isolated molecule of C6H6.

Values from the calculation:
Relative energy (zero: lowest compared OMol25 entry of this formula, charge and spin) in kcal per mole: 84.4
E_HOMO in eV: -9.60
Kohn-Sham gap in eV: 10.59
Lowest unoccupied orbital energy in eV: 1.0
SMILES string: C#CCC#CC

```
! RIJCOSX wB97M-V def2-TZVPD def2/J DEFGRID3
* xyz 0 1
C 0.6704 0.7144 2.3725
C 0.6571 0.5139 0.9239
C 0.5891 0.3188 -0.2623
C 0.3412 -0.0103 -1.6742
C -0.9066 -0.7842 -1.7745
C -1.9364 -1.4058 -1.7627
H 0.0485 1.5715 2.6496
H 0.2664 -0.1707 2.8751
H 1.6822 0.8883 2.7502
H 1.1767 -0.5869 -2.0903
H 0.2637 0.9036 -2.2763
H -2.8525 -1.9527 -1.7310
*
```



# 8
The following is a DFT calculation (the ωB97M-V functional and the def2-TZVPD basis) of an isolated molecule of C6H6.

Values from the calculation:
Relative energy (zero: lowest compared OMol25 entry of this formula, charge and spin) in kcal per mole: 90.1
E_HOMO in eV: -9.94
Kohn-Sham gap in eV: 10.98
Lowest unoccupied orbital energy in eV: 1.0
SMILES string: C#CC(C)C#C

```
! RIJCOSX wB97M-V def2-TZVPD def2/J DEFGRID3
* xyz 0 1
C -1.1812 -0.8338 -0.6467
C -0.3271 -0.1921 0.4589
C 1.0617 -0.6867 0.4228
C 2.2170 -1.0140 0.3497
C -0.2396 1.2688 0.3105
C 0.0081 2.4327 0.1416
H -0.7940 -0.5493 -1.6287
H -1.1485 -1.9230 -0.5572
H -2.2191 -0.4979 -0.5685
H -0.7658 -0.4320 1.4364
H 3.2468 -1.2870 0.2855
H 0.3685 3.4205 -0.0162
*
```



Q: Number 8 is which compound?
A: C6H6